<i>
# C5H8ClN2O2

A gas-phase ion, C5H8ClN2O2 (charge +1) (ωB97M-V/def2-TZVPD, OMol25).

Geometry as ORCA input:
```
! wB97M-V def2-TZVPD RIJCOSX def2/J DEFGRID3
* xyz 1 1
C -1.12 1.33 -0.66
C -0.11 2.72 -1.24
C 0.54 -0.99 1.59
C -0.05 -1.82 -0.71
C -0.37 -0.82 0.42
N 1.05 0.94 -0.34
N -0.24 0.49 -0.23
O -0.54 3.70 -1.68
O 1.07 2.21 -1.01
Cl -2.75 1.11 -0.78
H 1.51 -1.51 1.41
H 0.74 -0.10 2.28
H -0.05 -1.66 2.34
H -0.74 -1.61 -1.46
H -0.14 -2.80 -0.34
H 0.96 -1.54 -1.07
H -1.33 -0.78 0.82
H 1.57 1.11 0.67
*
```

Calculated values
LUMO energy	-5.01	eV
HOMO-LUMO gap	0.3713	hartree
SMILES	CC(C)[n+]1[nH]oc(=O)c1Cl
HOMO energy	-0.5553	Ha

<ii>
# C5H8ClN2O2

2 unconnected molecules or ions with the total composition C5H8ClN2O2 (ωB97M-V/def2-TZVPD, OMol25).

Geometry as ORCA input:
```
! wB97M-V def2-TZVPD RIJCOSX def2/J DEFGRID3
* xyz 1 1
C 1.56 1.29 0.08
C -2.33 -0.29 0.76
C 0.47 0.59 -0.22
C -0.79 1.16 -0.30
C 2.88 0.63 0.41
N 0.47 -0.85 -0.59
N -2.53 -1.53 0.05
O -0.50 -1.21 -1.21
O 1.38 -1.53 -0.21
Cl -0.99 2.88 -0.49
H 1.52 2.38 0.13
H -3.18 0.30 0.32
H 3.62 1.47 0.51
H 2.76 0.08 1.36
H 3.20 0.10 -0.52
H -2.72 -1.53 -0.90
H -3.25 -2.00 0.55
H -1.58 -1.94 0.27
*
```

Calculated values
LUMO energy (spin up / spin down)	-5.80 / -5.80	eV
HOMO-LUMO gap (spin up / spin down)	0.2701 / 0.2700	hartree
HOMO energy (spin up / spin down)	-0.4831 / -0.4831	Ha

Short version: <i> is the most stable of them.